Computed, not measured: a cluster of 2 separate species, C12H17N in total, with wB97M-V/def2-TZVPD.

```
30
Properties=species:S:1:pos:R:3:forces:R:3
C -1.29061 1.40762 -2.06732 2.155 -2.000 2.471
C -0.78642 1.65720 -3.49321 -2.261 2.740 1.584
H -0.98059 2.24798 -1.32493 -0.801 -1.463 -1.276
H -2.30440 1.00256 -1.84466 0.249 1.070 -0.800
H -0.70956 0.45003 -1.75186 -0.532 1.671 0.096
H -1.58645 2.43000 -3.85704 2.183 -1.217 -0.445
H -0.76079 0.74980 -3.99807 -0.498 -1.446 -1.395
H 0.26593 1.96316 -3.42645 -0.524 0.632 -0.227
C -1.77377 -0.55687 1.93971 -1.708 0.016 1.008
C -1.57095 -1.08237 3.44231 -3.422 -3.706 -3.317
C -0.66711 -1.11343 0.97949 -0.267 3.036 2.872
C -0.66882 -2.24130 0.25584 2.593 2.485 -2.819
C 0.65225 -0.24981 0.76732 -1.130 -1.272 -1.157
C 1.23239 -0.78664 -0.40833 -2.479 -3.960 1.735
C 1.41972 0.78119 1.34247 -0.406 0.881 2.681
C 2.45096 -0.41828 -0.88341 0.330 -0.019 -0.781
C 2.62909 1.25209 0.74741 -1.257 1.617 1.687
C 3.14748 0.65301 -0.38588 -0.544 1.314 0.384
N 0.47392 -2.03600 -0.68948 -2.044 4.537 4.592
H -2.91388 -0.68688 1.64455 2.428 -0.506 0.088
H -1.78490 0.55009 2.03079 0.744 -0.475 -0.499
H -2.28480 -0.72766 4.17969 0.046 0.330 -0.129
H -1.45913 -2.97886 0.01859 0.815 0.579 0.382
H 0.63744 -2.74617 -1.24483 1.812 -3.721 -3.671
H 1.17017 1.21825 2.43751 0.255 -0.908 -2.862
H 2.85515 -0.97627 -1.66198 0.686 -0.821 -1.483
H 3.02962 2.23166 1.20598 -0.280 -1.927 -0.833
H 3.95101 1.16317 -0.91334 0.178 -0.672 0.137
H -0.59804 -0.86429 3.63918 2.770 0.240 1.216
H -1.77492 -2.29299 3.31997 0.909 2.962 0.764
```
Positions in Å, forces in eV/Å.

relative energy (zero: lowest compared OMol25 entry of this formula, charge and spin)	92.06	kcal/mol
net charge	0

Now the Löwdin charges, all in e: -0.203, -0.179, 0.093, 0.063, 0.059, 0.099, 0.025, 0.065, -0.213, -0.102, -0.179, -0.012, -0.098, -0.194, -0.052, -0.063, -0.117, -0.104, 0.071, 0.127, 0.089, 0.052, 0.128, 0.042, 0.145, 0.093, 0.123, 0.108, 0.007, 0.125

---

Computed, not measured: the ion C22H34FN2O6P2Si with charge +1, with wB97M-V/def2-TZVPD.

```
68
Properties=species:S:1:pos:R:3:forces:R:3
C 3.00398 -0.96584 4.24080 0.091 0.081 -0.052
C 3.82187 -1.48339 3.09310 0.171 -0.042 0.055
O 5.01961 -1.38305 3.02976 -0.323 -0.329 0.093
N 3.07523 -2.17238 2.07137 0.104 -0.234 -0.149
C 3.87729 -3.16924 1.35799 0.483 0.390 -0.439
C 3.91270 -4.52061 1.99189 0.121 -0.009 0.144
O 4.41052 -2.88608 0.31996 -0.459 -0.220 0.182
C 2.36132 -1.30955 1.19132 0.165 0.296 0.179
C 2.95021 -0.16059 0.75278 -0.005 -0.090 -0.097
C 2.32607 0.71824 -0.14997 0.544 -0.167 0.252
P 3.30329 2.18025 -0.69339 -0.223 0.276 -0.769
P 3.35095 3.30194 1.17993 -0.003 0.503 -0.027
O 3.19054 4.73318 0.91856 0.100 -0.133 0.007
O 2.20471 2.58900 2.02814 0.080 -0.122 0.225
O 4.64458 2.92415 2.03741 0.089 -0.210 -0.064
C 1.05904 0.48420 -0.63181 -0.109 -0.238 0.042
C 0.48879 1.52076 -1.56680 -0.686 0.011 -0.061
C 0.39504 1.17937 -3.08600 0.584 0.263 -0.037
C 0.91588 2.38573 -3.90649 -0.305 -0.277 -0.162
C 1.20496 -0.06533 -3.43911 -0.023 0.025 -0.192
C 0.39356 -0.72789 -0.19218 -0.020 0.056 0.010
C -0.91811 -1.10935 -0.61547 0.088 0.055 0.050
C -1.87475 -0.40652 -1.52294 -0.367 -0.273 -0.272
C -3.37004 -0.52839 -1.12733 0.347 0.384 -0.097
O -3.95589 0.72382 -1.36432 -0.186 -0.110 0.068
Si -5.28801 1.16912 -0.42772 -0.336 0.132 0.083
C -6.45968 -0.28100 -0.29292 0.291 -0.001 -0.016
C -6.14743 2.60609 -1.22464 0.108 -0.051 -0.041
C -4.67712 1.64526 1.27580 0.153 -0.166 -0.259
N -1.40878 -2.27206 -0.19339 0.032 -0.104 0.029
C -0.79861 -3.13491 0.65686 -0.416 -0.207 -0.104
C 0.40937 -2.80909 1.11769 0.255 0.200 0.036
F 0.96232 -3.65456 1.96589 0.190 -0.285 0.257
C 1.07276 -1.61989 0.71867 -0.180 0.159 -0.189
H 3.50766 -1.28575 5.15096 -0.010 0.034 0.073
H 1.98989 -1.34973 4.23003 -0.090 0.057 -0.034
H 3.01015 0.12249 4.23267 -0.044 0.071 0.013
H 4.86350 -4.99765 1.77833 0.055 -0.027 0.006
H 3.71925 -4.48347 3.06046 0.056 0.056 0.058
H 3.12187 -5.12239 1.54224 -0.038 0.006 -0.045
H 3.95399 0.05349 1.09673 0.028 0.040 0.012
H 4.59355 1.62097 -0.67770 0.043 -0.155 0.405
H 2.16999 2.94298 2.92906 -0.146 0.031 0.003
H 5.41293 3.44776 1.77330 0.036 0.076 0.147
H 1.11127 2.40484 -1.49681 0.026 -0.045 0.138
H -0.46437 1.85885 -1.16393 -0.128 0.072 -0.061
H -0.63966 1.03324 -3.38340 -0.097 -0.146 0.080
H 1.45745 2.03492 -4.78306 0.062 0.030 -0.046
H 1.58070 3.02219 -3.33001 0.092 0.062 -0.017
H 0.08635 2.98319 -4.28048 0.013 0.177 0.121
H 2.23665 0.04673 -3.10234 0.046 -0.099 0.065
H 1.24373 -0.19266 -4.51968 -0.068 -0.014 -0.047
H 0.79423 -0.98867 -3.02688 0.047 -0.020 0.144
H -1.74297 -0.84146 -2.51752 0.101 0.074 -0.080
H -1.70253 0.64620 -1.62525 0.206 0.156 0.135
H -3.45143 -0.81034 -0.07019 -0.080 -0.031 0.070
H -3.86737 -1.28591 -1.73884 -0.069 -0.141 0.084
H -6.07608 -1.06061 0.36694 -0.022 -0.054 0.048
H -6.67608 -0.73488 -1.25958 -0.083 0.020 -0.068
H -7.39397 0.08157 0.13539 -0.086 -0.055 0.018
H -6.16278 2.56258 -2.31191 0.027 -0.045 -0.067
H -7.18360 2.60209 -0.88374 -0.061 0.056 0.028
H -5.70520 3.55300 -0.92041 0.044 0.074 -0.050
H -4.48208 2.71535 1.31733 -0.017 0.066 0.096
H -5.39903 1.37578 2.04416 -0.041 0.076 0.095
H -3.73721 1.13756 1.50282 0.022 -0.053 0.107
H -2.31957 -2.55288 -0.52781 -0.073 0.104 -0.051
H -1.30543 -4.04075 0.94563 -0.105 -0.015 -0.062
```
Positions in Å, forces in eV/Å.

net charge	+1

Now the Löwdin charges, all in e: 0.033, -0.454, 0.145, 0.033, -0.424, 0.024, 0.153, -0.148, 0.012, -0.379, 0.953, 0.246, -0.307, -0.162, -0.159, -0.145, -0.154, -0.377, -0.051, -0.061, 0.021, -0.087, -0.064, -0.260, -0.206, 0.433, -0.159, -0.148, -0.145, 0.141, 0.051, -0.190, 0.132, 0.034, 0.100, 0.083, 0.088, 0.098, 0.092, 0.092, 0.124, -0.050, 0.098, 0.094, 0.035, 0.122, 0.111, 0.077, 0.061, 0.083, 0.088, 0.086, 0.071, 0.146, 0.087, 0.109, 0.130, 0.031, 0.040, 0.040, 0.039, 0.040, 0.035, 0.034, 0.038, 0.023, 0.168, 0.158

---

Here are the calculated max |F| numbers, same order: 6.77 0.85 (eV/A).
Here are the calculated LUMO numbers, same order: 0.95 -4.25 (eV).